Record 1
Here is a molecular structure, C30H24AsCl2IN7O4STc from OMol25. Energies are from ωB97M-V/def2-TZVPD.

As for the total charge: +1. As for the frontier orbital gap (alpha / beta): 7.965 / 6.812 eV. Its spin multiplicity is 2. As for the energy relative to the best compared isomer or geometry (same formula, charge and spin): 0.0000 eV. The value obtained for the HOMO energy (alpha / beta) is -0.402 / -0.395 hartree. Its total energy is -5774.53439 Eh.

Geometry as XYZ:
```
71
Properties=species:S:1:pos:R:3:forces:R:3:lowdin_charge:R:1
H -2.1601 2.8073 2.8153 0.0 0.0 0.0 0.038
H 1.9136 -3.6250 6.8563 0.0 0.0 0.0 0.111
Cl -3.3041 2.1485 0.8766 0.0 -0.1 0.0 0.622
C -0.6172 2.8851 -0.9854 0.1 0.1 -0.1 -0.360
H -3.3130 1.4612 3.1133 0.0 0.0 0.0 0.039
C 1.7079 -3.3312 5.8356 0.0 0.0 0.0 -0.067
C -2.5757 1.8798 2.4392 0.0 0.1 -0.1 -0.883
N -0.6449 1.5675 -1.0207 0.1 0.1 -0.3 -0.021
H 2.5103 -4.1791 2.6577 0.0 0.0 0.0 0.104
C -1.2946 -0.1498 -2.8373 -0.7 -0.1 -0.1 -0.452
H 2.9635 -4.8474 4.9838 0.0 0.0 0.0 0.112
C -0.8534 -4.5301 1.4107 0.0 0.0 0.0 -0.075
H 3.6351 -1.6737 1.3976 0.0 0.0 0.0 0.104
H -1.0400 4.3441 -2.4864 0.0 0.0 0.0 0.184
As 0.7410 -2.0654 1.4009 0.1 -0.2 0.0 1.247
H -1.5421 1.0207 -5.0680 0.0 0.1 0.0 0.091
H 0.4006 -1.7257 6.3992 0.0 0.0 0.0 0.109
C -2.8065 -3.5649 -0.3156 0.0 0.0 -0.1 -0.071
C -1.8944 -5.3501 0.9992 0.0 0.0 0.0 -0.040
N -0.9674 3.3792 -2.1866 0.1 0.0 0.1 0.195
H -3.6723 -5.5184 -0.1940 0.0 0.0 0.0 0.118
C 2.1685 -2.9042 0.4091 0.1 0.1 0.0 -0.410
H 1.3275 1.7395 3.1417 0.0 0.0 0.0 0.092
C 1.8974 -0.7560 -2.0510 0.0 -0.3 0.4 -0.310
C -0.7623 -3.2240 0.9504 0.0 0.2 -0.1 -0.362
H -3.5673 -3.1701 -0.9773 0.0 0.0 0.0 0.119
Tc 0.0926 0.0960 0.3988 -0.8 0.0 0.0 0.625
H -1.0220 4.4998 0.3340 0.0 0.0 0.0 0.095
H 5.1201 -4.2711 -1.6634 0.0 0.0 0.0 0.113
C 2.0379 -3.6455 3.4723 0.0 0.0 0.0 -0.102
N 3.4616 -3.0064 -4.1989 0.0 0.0 -0.1 0.140
O -1.3570 -0.3558 -4.0210 0.3 0.2 -0.2 0.144
C -1.7525 -2.7497 0.0908 -0.1 -0.2 -0.1 -0.483
C 3.4579 -2.4301 0.6391 0.0 0.0 0.0 -0.134
O -1.6714 -1.1981 -2.0579 0.3 0.2 0.3 -0.257
C 0.5964 -1.8889 4.2705 0.0 0.0 0.0 -0.122
H -0.1017 -4.9126 2.0906 0.0 0.0 0.0 0.110
I 4.0422 3.6747 3.7883 0.0 0.0 0.0 0.924
C 3.0176 -2.0879 -3.6586 0.0 -0.3 0.4 -0.356
S -1.8215 -1.0475 -0.3756 0.7 0.3 0.2 0.948
H -0.1509 3.1351 1.0612 0.0 0.0 0.0 0.038
H 2.8384 -5.0941 -2.0824 0.0 0.0 0.0 0.111
H -1.9523 -6.3658 1.3678 0.0 0.0 0.0 0.118
N 1.3188 -0.3579 -1.0995 0.1 -0.3 -0.6 -0.056
C 3.1850 2.6092 2.2572 -0.1 0.0 0.0 -0.776
Cl -1.2271 0.6568 2.4140 -0.2 0.0 0.3 0.558
C -1.2255 2.3595 -3.0457 0.1 -0.1 -0.1 -0.039
O -1.7064 4.0019 -4.6053 0.0 0.0 0.0 0.134
H -0.0670 -1.0552 4.0780 0.0 0.0 0.0 0.042
C 1.9447 -3.8675 -0.5657 0.0 0.0 0.0 -0.091
H 2.7850 1.2966 -0.6050 0.0 0.0 0.0 0.137
H 4.5426 2.8060 0.4851 0.0 0.0 0.0 0.131
C 4.2965 -3.8960 -1.0716 0.0 0.0 0.0 -0.076
C 1.9902 1.8806 2.3045 0.1 0.0 0.0 -0.213
C 1.1835 -2.5777 3.2121 -0.1 0.0 0.1 -0.369
C 2.2976 -4.0183 4.7841 0.0 0.0 0.0 -0.062
C -1.5854 2.8164 -4.4396 0.0 0.0 0.0 -0.457
C -0.2540 3.7434 0.1692 0.0 0.1 0.0 -0.002
N 1.7408 1.3193 1.1247 0.0 0.0 0.2 -0.136
H 5.5232 -2.5654 0.0822 0.0 0.0 0.0 0.109
H 0.9435 -4.2296 -0.7641 0.0 0.0 0.0 0.102
N 2.5657 -1.0092 -3.0617 0.1 0.5 -0.6 0.124
O -1.7279 1.9322 -5.3969 0.1 -0.2 0.2 0.175
C 0.8576 -2.2646 5.5797 0.0 0.0 0.0 -0.073
C 4.5204 -2.9313 -0.0966 0.0 0.0 0.0 -0.067
H 0.6933 4.2566 -0.0071 0.0 0.0 0.0 0.099
N 2.7579 1.6760 0.3314 0.0 0.0 -0.1 0.019
C -2.8630 -4.8762 0.1250 0.0 0.1 0.0 -0.045
C 3.0124 -4.3614 -1.3063 0.0 0.0 0.0 -0.081
C 3.6538 2.4433 0.9729 0.0 0.0 -0.1 -0.115
C -1.0341 1.2112 -2.3106 0.1 0.0 0.2 -0.122
```
Positions in Å, forces in eV/Å.



Record 2
Here is a molecular structure, C30H24AsHgSi from OMol25. Energies are from ωB97M-V/def2-TZVPD.

As for the total charge: 0. As for the frontier orbital gap (alpha / beta): 7.476 / 7.380 eV. Its spin multiplicity is 2. As for the energy relative to the best compared isomer or geometry (same formula, charge and spin): 0.1513 eV. The value obtained for the HOMO energy (alpha / beta) is -0.258 / -0.308 hartree. Its total energy is -3836.24162 Eh.

Geometry as XYZ:
```
57
Properties=species:S:1:pos:R:3:forces:R:3:lowdin_charge:R:1
H -2.1665 -5.0797 2.5563 0.0 0.0 0.0 0.105
C 2.6697 2.8162 -4.2595 0.1 -0.2 0.0 -0.115
Si 1.4764 0.9770 -2.4292 0.5 0.5 0.0 0.708
C 1.4783 -1.4386 2.8027 0.1 0.0 0.0 -0.084
C 5.6138 -0.1723 -0.5415 0.0 0.0 0.0 -0.092
C -3.9025 -2.9015 -0.1254 0.0 0.1 -0.1 -0.108
H 3.2592 1.9582 -4.5519 0.1 -0.1 0.0 0.099
H 3.6267 4.1110 -5.6748 0.1 0.0 0.0 0.102
C 3.7519 1.3258 -0.7155 -0.2 0.1 0.0 -0.126
C -3.3316 1.4269 3.4514 0.0 0.1 0.1 -0.088
H -4.2475 -5.8405 1.5102 0.0 0.0 0.0 0.102
C 3.7742 -0.6975 -1.9867 -0.2 0.0 -0.1 -0.122
C 2.1609 5.1467 -4.5102 0.0 0.0 0.0 -0.093
H 0.1586 3.7305 -2.2045 0.1 0.0 0.0 0.011
H -0.3332 -4.2349 3.3366 0.0 -0.1 0.1 0.103
H 5.5057 -1.9349 -1.7478 0.0 0.0 0.0 0.102
H 3.3148 -1.3683 -2.6975 -0.1 -0.1 -0.1 0.090
C -2.9492 0.2101 1.4073 0.1 0.1 0.0 -0.429
H 3.2691 2.2497 -0.4216 0.0 0.1 0.0 0.087
C 1.1020 -2.6535 3.3509 0.1 0.0 0.1 -0.079
C 0.9518 3.8039 -2.9418 -0.3 -0.1 0.3 -0.156
C -0.4935 -1.4323 1.4274 0.0 -0.3 0.1 -0.357
H -4.6462 0.0444 0.1097 -0.1 0.0 0.0 0.091
C 0.6911 -0.8419 1.8311 0.1 0.4 -0.2 -0.140
C -4.2766 0.4299 1.0534 0.1 -0.1 -0.2 -0.128
C -2.4849 0.7171 2.6158 0.2 -0.2 -0.1 -0.142
C 1.1815 5.0277 -3.5423 0.0 0.2 -0.1 -0.094
H 2.3495 6.1018 -4.9740 0.0 0.1 -0.1 0.100
C -2.7288 -2.4609 0.4583 0.1 -0.2 0.2 -0.338
C -3.8214 -4.8904 1.2199 -0.1 -0.1 0.0 -0.084
C -2.0937 -3.2429 1.4333 -0.3 -0.1 -0.2 -0.200
C 5.0080 -1.0211 -1.4517 0.1 -0.1 0.0 -0.092
H -4.3902 -2.3087 -0.8897 0.0 0.0 0.0 0.097
C -2.6468 -4.4615 1.8084 0.1 0.0 0.0 -0.025
H 1.0210 0.0961 1.3918 -0.1 -0.1 0.1 0.015
H 1.7112 -3.1172 4.1130 0.1 0.0 0.0 0.103
H 6.5744 -0.4251 -0.1206 0.1 0.0 0.0 0.100
H -5.3096 2.1841 3.7461 -0.1 0.1 0.1 0.100
C -4.6518 1.6326 3.0916 0.0 0.0 0.1 -0.095
C 4.9834 1.0056 -0.1763 0.1 0.0 0.1 -0.091
C -5.1260 1.1274 1.8935 -0.1 0.0 -0.1 -0.090
H 1.1422 -0.0133 -3.4804 0.0 -0.1 0.0 -0.055
C 1.7018 2.6785 -3.2663 -0.2 -0.4 0.3 -0.357
H -2.9564 1.8241 4.3842 0.0 0.0 0.1 0.103
H 5.4583 1.6717 0.5300 0.0 0.1 0.1 0.101
H -5.3719 -4.4629 -0.1885 0.0 0.0 -0.1 0.101
H -1.4582 0.5401 2.9141 0.0 0.0 0.0 0.084
Hg -0.2237 2.2746 0.2176 0.1 0.1 -0.1 0.483
C 3.1247 0.4867 -1.6379 -0.4 0.1 -0.2 -0.365
C -0.0529 -3.2780 2.9247 -0.1 0.0 -0.1 -0.024
H -6.1568 1.2877 1.6106 -0.1 0.0 0.0 0.102
C 2.8910 4.0304 -4.8849 0.1 0.1 -0.1 -0.089
C -4.4520 -4.1153 0.2606 -0.1 0.0 -0.1 -0.088
C -0.8565 -2.6777 1.9642 0.3 0.3 0.1 -0.198
H 0.5868 5.8858 -3.2628 0.0 0.1 0.0 0.102
H 2.3893 -0.9566 3.1263 0.1 0.0 0.0 0.103
As -1.7992 -0.7747 0.1424 -0.2 -0.1 0.1 1.248
```
Positions in Å, forces in eV/Å.



Record 3
Here is 15 unconnected molecules or ions with the total composition C30H24Cl56N3O7PS2 from OMol25. Energies are from ωB97M-V/def2-TZVPD.

As for the total charge: 0. As for the frontier orbital gap: 7.847 eV. Its spin multiplicity is 1. The value obtained for the HOMO energy is -0.323 hartree. Its total energy is -28756.65755 Eh.

Geometry as XYZ:
```
123
Properties=species:S:1:pos:R:3:forces:R:3:lowdin_charge:R:1
C 7.1121 0.6861 4.3830 0.0 -0.1 0.0 -2.005
H 1.1274 3.4729 -1.6096 -0.7 0.7 -1.0 0.112
Cl 3.8503 -1.3809 -0.9348 0.0 -0.2 0.0 0.515
Cl 5.9273 12.0758 5.5520 -0.1 -0.2 0.0 0.525
H -1.0833 -3.7866 -3.0284 0.9 0.0 -0.9 0.067
C -2.7111 3.2929 2.0845 0.0 -0.1 -0.1 -1.957
H -1.6626 -3.2354 0.9062 1.7 0.8 0.4 -0.029
Cl -4.1016 -11.1699 -3.2729 -0.4 -0.2 0.4 0.460
C 3.3743 4.7411 -2.3732 1.8 -0.8 -1.1 -0.459
C -4.9560 -4.8775 0.0217 -0.2 0.1 0.0 -1.994
Cl -5.5938 -3.2291 -0.0804 0.0 -0.4 0.1 0.571
H -0.1992 -3.3919 -1.1142 -0.1 1.3 0.4 0.107
N 0.9782 -1.9172 -2.8750 -1.9 1.0 -2.8 0.015
C 4.1162 4.1434 -1.0911 0.1 1.0 -0.5 -0.412
Cl -4.3803 -2.3581 5.8140 -0.1 -0.2 -0.1 0.516
Cl -0.7283 -9.7220 -3.6074 0.1 0.2 0.2 0.502
C -1.0155 -0.5327 -3.5437 -1.1 0.3 0.7 -0.213
C 0.9564 7.0586 2.7851 0.0 -0.1 0.0 -2.001
H 0.3960 -2.2752 -6.1125 1.1 0.2 0.9 0.097
Cl 7.1257 1.4626 5.9785 0.0 -0.1 -0.2 0.516
Cl 3.9516 -1.9446 3.4261 -0.2 -0.3 0.1 0.483
Cl 4.3752 9.9249 4.3849 0.2 0.4 0.2 0.460
Cl 5.7261 -4.0395 4.3761 -0.3 0.0 0.0 0.497
H 3.7395 4.6106 -0.1265 0.2 -1.0 -1.1 0.049
Cl 0.3780 -7.1636 -4.4115 0.1 -0.3 0.1 0.527
H -0.5305 -2.1275 1.7893 0.3 -0.9 -0.8 0.089
Cl 5.7539 1.3150 3.4293 0.3 -0.3 0.2 0.488
C -0.6161 -1.1335 -0.9601 1.3 1.0 0.2 -0.354
Cl -2.7715 -11.3076 -6.1373 0.1 0.2 -0.4 0.483
Cl -4.5843 7.0959 1.5126 -0.4 0.3 0.3 0.490
C 5.1614 5.1094 4.2242 0.0 0.1 0.0 -2.000
H -3.7627 -1.7622 -2.4987 0.3 -0.5 0.2 0.081
C 5.0823 10.5526 5.8877 0.1 0.0 0.1 -2.016
S 3.9533 2.2854 -1.0558 -0.2 0.2 -0.1 0.649
H 1.9232 -3.1344 -5.6581 -0.6 1.3 0.2 0.094
Cl -4.4181 9.0918 3.6064 -0.1 -0.2 -0.1 0.516
C -4.3518 2.8479 6.9979 0.1 -0.1 0.0 -2.022
Cl -3.6695 -9.8229 -8.4590 0.1 0.0 0.2 0.529
Cl -6.9423 -3.4478 5.0104 0.2 -0.1 0.0 0.517
Cl 3.7929 10.8389 7.0717 0.2 -0.1 -0.2 0.527
Cl 8.6362 1.0335 3.5427 -0.2 0.0 0.1 0.524
H -2.2040 1.0611 -1.6079 -0.7 0.2 -0.3 0.038
O -0.5227 3.3748 -2.9783 1.7 -0.7 -0.8 -0.053
Cl 6.2316 9.3683 6.5380 -0.2 0.1 -0.1 0.521
Cl -3.2198 -4.8274 0.4037 -0.5 -0.3 -0.1 0.561
Cl -6.8011 -11.1809 -2.2212 0.2 -0.1 -0.1 0.522
Cl -6.2814 -12.1802 -4.8911 0.1 0.0 0.2 0.513
N -1.9105 -0.2021 -4.2272 2.3 -0.9 1.3 0.215
N 0.2770 0.6860 0.9036 -0.8 -1.8 -2.2 0.185
H -0.0113 7.0111 -2.1313 0.2 -0.5 -1.2 0.088
Cl 2.9295 -4.6201 3.8773 0.1 0.1 0.1 0.505
Cl 1.6502 6.5114 1.2434 -0.1 0.1 0.1 0.525
Cl 4.2328 4.3053 5.5044 0.1 0.1 -0.2 0.520
H 1.0815 -2.3747 -0.3272 -1.4 0.0 -0.5 0.076
C 0.1042 2.6913 -4.0381 -0.5 0.8 -2.9 -0.458
C -5.3021 7.6621 3.0354 0.0 0.0 0.0 -2.017
Cl -1.3627 2.7184 3.0896 -0.1 0.1 -0.2 0.502
O -0.1896 3.0151 -5.1875 0.5 -0.9 2.7 0.103
H 4.4859 1.8216 -2.2566 -0.3 1.1 0.9 -0.092
O 2.3354 5.6604 -2.2114 0.9 -1.9 0.0 -0.031
Cl 6.0960 -3.1423 -0.4355 -0.2 0.0 0.0 0.532
Cl 1.6245 -8.6781 -2.2781 -0.2 0.1 -0.1 0.535
Cl -4.1940 -8.8021 -5.7993 0.2 -0.1 -0.2 0.508
O 3.8016 4.3639 -3.4670 -1.7 1.0 2.2 0.064
H -0.6936 6.2176 -3.6960 1.0 0.6 0.7 0.100
S 1.0698 0.7034 -2.2350 0.0 0.4 -0.2 0.908
O -3.0326 0.5550 -1.4361 2.4 -2.6 -0.3 -0.243
Cl 6.8910 5.0375 4.6140 -0.2 0.0 -0.1 0.523
H 1.8090 -1.2657 -5.3900 -0.5 -1.2 0.1 0.074
C -0.0467 -2.5160 -0.4240 0.7 -0.5 1.5 -0.201
Cl 3.4308 -3.9136 0.3948 0.1 0.0 -0.2 0.509
C 1.2639 -2.2479 -5.3749 -0.5 -1.6 0.7 -0.017
P -2.4842 -0.9740 -0.9204 -4.1 -0.5 3.4 0.632
Cl -5.2007 6.3821 4.2570 0.0 0.3 -0.1 0.490
Cl -4.5864 4.5850 7.2791 0.0 -0.2 0.0 0.508
C 4.0729 -3.3867 4.4511 0.0 0.1 0.0 -2.019
H 5.2218 4.3603 -1.1418 -1.3 0.0 -0.2 0.089
H 1.4761 5.0075 -4.0419 -0.2 -0.1 1.2 0.151
Cl -5.8089 -5.7572 1.3038 -0.1 -0.2 -0.6 0.498
C -0.4730 -3.7400 -3.9778 -0.3 1.4 -0.4 -0.030
C -5.6400 -12.0524 -3.2413 0.0 0.0 0.0 -2.022
O -3.0557 -1.1457 0.4751 1.8 0.2 -2.6 -0.330
H -0.2087 4.6708 -1.3929 0.7 -0.8 -1.1 0.143
Cl -4.0198 2.0387 8.5425 -0.1 0.1 -0.2 0.520
C 0.0393 -0.8664 -2.4343 0.2 -0.2 -0.6 -0.577
Cl -5.8206 2.1623 6.2750 0.2 0.1 0.1 0.516
H -1.2204 -3.5246 -4.8140 1.1 -0.5 0.9 0.099
Cl -0.7426 7.5008 2.5406 0.3 0.2 0.1 0.501
C -0.5609 -2.9475 1.0172 -1.4 -0.5 -0.5 -0.114
Cl -0.9548 -7.4278 -1.8514 0.1 -0.1 -0.2 0.522
C 1.2035 1.5640 -3.8613 -0.2 0.0 0.2 -0.309
Cl -5.0289 -5.1211 6.4029 0.0 0.1 -0.1 0.515
Cl -4.1938 3.3509 3.0555 0.1 0.0 -0.6 0.490
Cl 6.9293 -1.0680 4.5766 0.3 0.4 0.1 0.485
C 1.1691 5.2882 -2.9933 -1.6 0.8 -0.6 -0.302
O -3.1846 -2.2134 -1.8446 1.4 2.9 0.0 -0.208
Cl -4.5218 -4.3032 3.6698 0.0 0.3 0.6 0.484
Cl 4.6506 6.8033 4.0971 0.2 -0.5 0.1 0.474
C 0.0797 -8.2493 -3.0363 0.0 -0.1 0.2 -2.003
C -0.0682 -0.0293 0.0393 -0.6 -0.2 1.1 -0.286
H 0.0798 -4.7145 -4.1664 -0.7 1.3 0.2 0.017
Cl -2.9410 2.1872 0.7205 -0.1 0.3 0.5 0.619
H -0.0546 -3.9068 1.3690 -0.2 1.5 -0.5 0.085
Cl 4.8708 4.2883 2.6771 -0.1 0.3 0.0 0.489
C 0.6041 -2.5648 -3.9565 0.4 -0.7 -0.1 -0.311
Cl 4.1119 -3.8566 -2.4240 0.0 0.1 0.2 0.516
Cl -2.9850 2.6072 5.8955 -0.1 0.0 0.6 0.478
C 0.2297 6.5776 -3.1481 1.2 -1.0 -0.2 -0.017
Cl 1.8647 8.4635 3.3759 -0.4 -0.2 -0.2 0.478
C -5.2175 -3.8074 5.2240 0.1 0.1 0.0 -2.024
C 4.3727 -3.0738 -0.8517 0.0 0.1 0.0 -2.015
Cl -5.1956 -5.7056 -1.5316 0.1 0.1 0.1 0.518
Cl -2.3357 4.9180 1.4691 0.2 -0.6 0.1 0.459
Cl 1.0576 5.7492 3.9771 0.0 0.2 -0.2 0.519
H 1.1750 0.8044 -4.7033 -0.3 1.2 0.9 0.090
Cl -7.0036 8.0877 2.7650 0.2 0.0 0.0 0.523
Cl 3.6845 -2.9534 6.1265 0.1 -0.1 -0.2 0.530
C 0.4122 4.1473 -2.1937 0.3 0.5 1.4 -0.120
H 0.8273 7.3052 -3.7843 -1.0 -0.7 0.8 0.095
Cl -5.3762 -13.6783 -2.5815 0.0 0.2 -0.1 0.522
C -3.0324 -9.6848 -6.8090 0.0 0.0 0.0 -2.016
H 2.2241 2.0655 -3.9345 -1.2 -0.6 0.4 0.096
Cl -1.4920 -8.8060 -6.8385 -0.2 -0.1 -0.1 0.492
```
Positions in Å, forces in eV/Å.